Below is 15 unconnected molecules or ions with the total composition ClH28O18, with properties calculated with ωB97M-V with the def2-TZVPD basis set.

Geometry as XYZ:
```
47
Properties=species:S:1:pos:R:3:forces:R:3:mulliken_charge:R:1
Cl 0.85272 0.04696 -0.96834 -0.530 -0.142 -0.919 1.564
O -0.54428 -0.49304 -0.91634 3.007 1.029 -0.256 -0.122
O 0.83972 1.33496 -1.77234 0.821 -2.876 1.812 -0.899
O 1.28472 0.35396 0.41666 -0.086 -0.070 -1.642 -0.520
O 1.80672 -0.96404 -1.55534 -2.074 2.127 0.886 -0.708
O -3.35728 -1.26804 0.49066 -0.747 -1.155 0.397 -0.709
H -4.04028 -0.89304 -0.06334 0.299 0.450 -0.257 0.298
H -2.54228 -0.79504 0.36666 0.406 0.629 -0.084 0.339
O 2.95972 0.80296 2.57766 0.156 1.222 0.707 -0.720
H 2.70772 0.58996 1.69066 -0.199 -0.274 -1.297 0.467
H 3.37472 0.04596 2.96166 0.726 -0.535 0.254 0.295
O -0.85828 -0.38204 2.06866 -0.398 2.672 -0.369 -0.723
H -0.56028 -1.26104 2.16266 0.517 -1.997 -0.029 0.436
H -0.30928 0.00596 1.35166 -0.653 -0.492 0.746 0.114
O 1.51972 -1.45504 3.39266 1.217 0.833 0.710 -0.599
H 1.90672 -0.77404 2.79666 -1.148 -0.629 0.410 0.216
H 1.70272 -1.03704 4.26666 -0.500 -0.545 -0.760 0.318
O 1.36572 3.60396 0.08266 0.383 0.934 0.300 -0.749
H 0.81272 4.11096 -0.53334 0.408 -0.571 -0.109 0.325
H 1.66272 2.78896 -0.32734 -0.228 -0.061 -0.620 0.323
O -0.86228 2.59396 1.01466 -1.897 -0.730 0.391 -0.723
H -0.57528 2.33396 1.89366 -0.566 -0.330 0.879 0.339
H -0.03728 2.93296 0.75766 1.850 1.107 -1.218 0.434
O -0.75428 -3.18104 -1.48834 0.880 -1.214 -0.220 -0.788
H -0.43528 -2.30604 -1.70334 -0.381 0.581 -0.067 0.358
H -1.67528 -3.22304 -1.69534 -0.938 0.368 -0.121 0.318
O 2.54272 -2.59804 0.97466 0.092 -0.086 1.091 -0.622
H 2.99272 -2.32504 1.78166 -0.370 -0.266 0.316 0.271
H 3.16972 -2.39504 0.30966 0.753 0.333 -1.459 0.295
O -0.31528 -1.72904 -3.88234 -1.155 0.643 -1.062 -0.652
H 0.47872 -2.04104 -3.52534 2.358 -0.263 0.975 0.286
H -0.76528 -2.55804 -4.00734 -0.791 -0.367 -0.203 0.284
O -2.30728 0.00596 -3.09634 -0.460 0.088 -0.534 -0.717
H -2.25628 0.62296 -2.36334 -0.331 0.330 0.534 0.383
H -1.44228 -0.39904 -3.12034 0.282 -0.302 -0.169 0.398
O -0.10728 -2.95704 1.05266 1.707 0.899 1.495 -0.766
H 0.75672 -2.49004 0.89666 -0.954 -0.967 0.518 0.219
H -0.47128 -2.94804 0.18566 -0.951 -0.314 -1.208 0.572
O 0.34172 1.87296 3.38966 0.816 1.362 0.361 -0.774
H 1.22972 1.76896 3.00066 -0.571 -0.347 0.335 0.359
H -0.15228 1.06996 3.26866 -0.247 -1.323 -0.346 0.436
O -2.76428 1.65096 -0.73634 -2.255 -0.168 -1.361 -0.620
H -3.12828 2.50996 -1.01434 0.538 -0.532 0.268 0.244
H -1.91328 1.80596 -0.38034 1.567 0.672 1.127 0.375
O -0.77528 2.86596 -3.21434 0.099 1.938 0.834 -0.629
H -0.17928 2.24196 -2.80734 -0.030 -0.677 -0.143 0.468
H -1.17928 2.51196 -3.98034 -0.421 -0.986 -0.893 0.309
```
Forces are in eV/Å.

Values from the calculation:
* electronic energy: -1831.146612 hartree
* orbital gap: 9.333 eV
* net charge: -1
* highest occupied orbital energy: -7.097 eV



Below is ClH2IO2P2 in the gas phase, with properties calculated with ωB97M-V with the def2-TZVPD basis set.

Geometry as XYZ:
```
8
Properties=species:S:1:pos:R:3:forces:R:3:mulliken_charge:R:1
O 2.13725 -0.21440 -0.33298 -0.116 0.001 0.069 -0.438
P 0.91827 0.89146 -0.23736 0.087 0.045 -0.012 0.304
Cl 0.93897 1.16141 1.78026 0.013 0.012 0.038 -0.163
P -0.84551 -0.45278 -0.58163 -0.104 -0.023 0.006 0.082
O -2.01091 0.54955 0.01826 0.144 0.154 -0.111 -0.451
I -0.66540 -2.06565 1.20978 0.000 -0.086 0.026 -0.002
H 2.15057 -0.68106 -1.17708 0.061 0.008 -0.068 0.330
H -2.62324 0.81146 -0.67925 -0.086 -0.111 0.053 0.340
```
Forces are in eV/Å.

Values from the calculation:
* electronic energy: -1592.344203 hartree
* SMILES string: OP(Cl)#P(O)I
* orbital gap: 8.524 eV
* net charge: 0
* highest occupied orbital energy: -8.664 eV



Below is a molecular structure, ClH2Li2O, with properties calculated with ωB97M-V with the def2-TZVPD basis set.

Geometry as XYZ:
```
6
Properties=species:S:1:pos:R:3:forces:R:3:mulliken_charge:R:1
Li -0.94000 0.60286 2.38947 -0.045 -0.400 -0.617 0.930
Li 1.03089 -2.56175 0.75860 -0.661 0.446 -0.132 0.932
Cl -0.90084 -1.07014 0.70156 0.754 -0.098 0.718 -0.895
O 0.62983 1.14148 -1.20600 -0.077 -0.038 0.151 -0.621
H -0.02228 1.53437 -1.79886 0.131 -0.074 0.022 0.326
H 0.20241 0.35318 -0.84478 -0.102 0.163 -0.143 0.329
```
Forces are in eV/Å.

Values from the calculation:
* electronic energy: -551.561522 hartree
* orbital gap: 9.663 eV
* net charge: +1
* highest occupied orbital energy: -14.233 eV



Below is 2 unconnected molecules or ions with the total composition ClH2NO2Si, with properties calculated with ωB97M-V with the def2-TZVPD basis set.

Geometry as XYZ:
```
7
Properties=species:S:1:pos:R:3:forces:R:3:mulliken_charge:R:1
N 0.54339 -1.04426 -0.08275 -1.295 1.148 1.024 0.835
O 1.40964 -0.90600 -0.89097 1.704 -0.449 -1.595 -0.521
O 0.38225 -1.98287 0.66593 -0.138 -0.159 -0.135 -0.532
Si -0.43160 0.57355 0.11949 -2.854 -0.493 -1.079 0.374
Cl 0.78236 2.14613 0.06061 0.510 0.366 0.020 -0.125
H -1.80522 0.98428 -1.39990 2.251 -0.997 2.620 -0.013
H -0.88082 0.22917 1.52758 -0.178 0.584 -0.855 -0.019
```
Forces are in eV/Å.

Values from the calculation:
* electronic energy: -955.999232 hartree
* orbital gap: 9.962 eV
* net charge: 0
* highest occupied orbital energy: -10.753 eV



Below is a molecular structure, ClH2NOS2, with properties calculated with ωB97M-V with the def2-TZVPD basis set.

Geometry as XYZ:
```
7
Properties=species:S:1:pos:R:3:forces:R:3:mulliken_charge:R:1
N 0.70317 0.70241 -0.38750 0.517 0.079 0.319 -0.275
O -0.65591 -2.39346 -0.13312 0.173 3.825 0.647 -0.431
S -2.16976 0.92494 -0.04058 0.008 -0.193 -0.148 -0.200
S -0.63133 -0.14738 0.25465 0.241 -3.102 0.140 0.347
Cl 2.27294 0.16091 0.15178 -0.761 -0.027 -0.279 -0.015
H 0.67540 0.72612 -1.40539 -0.039 -0.241 0.031 0.327
H -0.19451 0.02645 1.56016 -0.140 -0.342 -0.710 0.246
```
Forces are in eV/Å.

Values from the calculation:
* electronic energy: -1387.489491 hartree
* orbital gap (alpha / beta): 7.971 / 7.949 eV
* net charge: 0
* highest occupied orbital energy (alpha / beta): -9.908 / -9.909 eV



Below is 2 unconnected molecules or ions with the total composition ClH2NP2, with properties calculated with ωB97M-V with the def2-TZVPD basis set.

Geometry as XYZ:
```
6
Properties=species:S:1:pos:R:3:forces:R:3:mulliken_charge:R:1
N -0.03059 -0.71260 0.85928 0.883 -1.030 1.872 -0.307
P 0.22038 -0.78292 -0.65776 0.834 -1.319 -0.649 0.392
P -0.94332 0.98782 -1.00265 0.728 1.340 -0.513 -0.146
Cl 1.36505 -2.40430 1.88629 -1.058 1.151 -0.919 -0.224
H 0.40444 1.57741 -1.49158 -1.763 -0.344 1.021 0.119
H -1.01596 1.33459 0.40642 0.377 0.201 -0.812 0.165
```
Forces are in eV/Å.

Values from the calculation:
* electronic energy: -1198.706003 hartree
* orbital gap (alpha / beta): 7.258 / 8.238 eV
* net charge: 0
* highest occupied orbital energy (alpha / beta): -9.500 / -10.119 eV



Below is 2 unconnected molecules or ions with the total composition ClH2O, with properties calculated with ωB97M-V with the def2-TZVPD basis set.

Geometry as XYZ:
```
4
Properties=species:S:1:pos:R:3:forces:R:3:mulliken_charge:R:1
O -0.87728 0.30714 0.60368 -0.211 0.309 -0.841 -0.667
H -1.30318 0.45003 -0.27178 0.725 -0.257 0.945 0.301
H 0.06981 0.14107 0.39462 -0.322 -0.212 -0.197 0.303
Cl 2.11065 -0.89824 -0.72652 -0.192 0.161 0.093 -0.937
```
Forces are in eV/Å.

Values from the calculation:
* electronic energy: -536.712933 hartree
* orbital gap: 8.563 eV
* net charge: -1
* highest occupied orbital energy: -3.857 eV



Below is ClH2O2PS2 in the gas phase, with properties calculated with ωB97M-V with the def2-TZVPD basis set.

Geometry as XYZ:
```
8
Properties=species:S:1:pos:R:3:forces:R:3:mulliken_charge:R:1
O 0.26717 0.78617 -0.81652 -0.070 1.656 -2.743 -0.520
O -1.75778 -0.53199 -1.63309 0.302 1.209 -5.820 -0.283
P 1.17072 0.12615 0.09485 1.494 -0.437 1.695 0.493
S 0.18304 -1.59405 0.62425 0.505 -0.067 -0.344 -0.227
S -1.69242 -0.68034 -0.28138 -1.672 -2.889 6.293 0.506
Cl -1.99256 1.00254 0.85859 0.102 0.622 0.097 -0.126
H 2.60614 0.05239 -0.09322 -0.876 -0.566 -0.466 0.102
H 1.21568 0.83914 1.24652 0.215 0.471 1.289 0.056
```
Forces are in eV/Å.

Values from the calculation:
* electronic energy: -1749.539109 hartree
* orbital gap: 8.511 eV
* net charge: 0
* highest occupied orbital energy: -9.677 eV



Below is a molecular structure, ClH2O2PS2, with properties calculated with ωB97M-V with the def2-TZVPD basis set.

Geometry as XYZ:
```
8
Properties=species:S:1:pos:R:3:forces:R:3:mulliken_charge:R:1
O 1.32214 0.74400 2.72882 1.569 2.791 2.701 -0.404
O -0.32783 -0.60579 1.57412 -0.988 -0.890 -0.352 -0.504
P -0.26311 -0.13680 -1.23527 -0.971 -0.842 -0.814 0.414
S 1.19740 0.96740 -0.64467 1.205 0.115 -0.477 -0.216
S 1.10096 -0.26026 1.75159 -0.599 -2.031 -1.441 0.541
Cl -1.87533 0.95590 -1.25659 -1.869 1.093 0.121 -0.148
H -0.67629 -1.12654 -0.29085 0.622 -0.059 -0.863 0.197
H -0.47794 -0.53793 -2.62715 1.030 -0.176 1.125 0.120
```
Forces are in eV/Å.

Values from the calculation:
* electronic energy: -1749.465053 hartree
* orbital gap (alpha / beta): 6.808 / 6.635 eV
* net charge: 0
* highest occupied orbital energy (alpha / beta): -6.830 / -10.390 eV
* 2S+1: 3
* expectation value of S²: 2.01



Below is ClH2O3PS in the gas phase, with properties calculated with ωB97M-V with the def2-TZVPD basis set.

Geometry as XYZ:
```
8
Properties=species:S:1:pos:R:3:forces:R:3:mulliken_charge:R:1
O -1.59524 -0.29944 0.91149 -0.681 -3.689 0.729 -0.385
O -0.23262 0.39856 -1.15593 0.811 0.048 -0.145 -0.486
O -0.30397 0.02875 1.32314 0.950 1.992 -0.277 -0.151
P 0.68682 -0.20797 0.01577 2.725 4.362 0.618 0.805
S 2.82942 0.76987 0.09217 -4.198 -1.936 -0.108 -0.358
Cl 0.47634 -2.07964 -0.06601 0.279 -2.963 -0.722 -0.122
H -2.14514 0.39703 0.61064 0.195 2.397 -0.366 0.328
H 0.28437 0.99284 -1.73126 -0.080 -0.211 0.272 0.369
```
Forces are in eV/Å.

Values from the calculation:
* electronic energy: -1426.575188 hartree
* SMILES string: OO[P@@](O)(=S)Cl
* orbital gap: 8.596 eV
* net charge: 0
* highest occupied orbital energy: -9.030 eV